Computed, not measured: the ion C4H12N3 with charge +1 in a non-equilibrium geometry, with ωB97M-V/def2-TZVPD.

Values from the calculation:
Charge: +1
Orbital gap in hartree: 0.1969
Multiplicity: 1

Geometry as XYZ:
```
19
Properties=species:S:1:pos:R:3:forces:R:3
C -1.568 -1.458 -0.189 -1.02 0.17 0.65
C -0.144 -1.142 -0.570 0.96 -0.54 -1.73
C 0.279 0.288 -0.100 -1.78 -0.30 2.05
C 1.826 0.716 -0.154 0.96 0.56 -0.06
N 2.044 1.630 0.923 -0.34 0.24 -0.19
N -0.564 1.286 -0.475 0.88 0.27 -0.88
N -2.032 -0.647 0.937 0.38 -0.63 -0.40
H -1.659 -2.507 0.127 0.33 0.15 -0.15
H -2.279 -1.348 -1.015 0.27 -0.11 -0.23
H 0.005 -1.342 -1.641 -0.13 0.36 0.09
H 0.589 -1.810 -0.118 -0.08 0.13 0.52
H 2.388 -0.195 0.031 -0.04 -0.15 -0.12
H 2.992 1.972 1.026 0.17 -0.49 0.09
H 1.433 2.432 0.893 -0.09 0.21 -0.11
H 0.151 0.227 0.985 0.32 -0.03 0.19
H -0.600 1.368 -1.514 -0.36 -0.34 0.30
H 2.052 1.104 -1.147 -0.32 -0.13 -0.21
H -1.946 0.351 0.793 -0.11 0.34 0.12
H -2.967 -0.926 1.207 0.00 0.29 0.06
```
Forces are in eV/Å.

Atomic partial charges in e from the Löwdin method, atoms 1 to 4: C -0.25; C -0.10; C -0.39; C -0.14

Computed, not measured: the ion C4H12N3 with charge +1 in a non-equilibrium geometry, with ωB97M-V/def2-TZVPD.

Values from the calculation:
Charge: +1
Orbital gap in hartree: 0.3424
Multiplicity: 1

Geometry as XYZ:
```
19
Properties=species:S:1:pos:R:3:forces:R:3
N 2.820 -0.536 -0.590 0.06 0.40 0.36
C 1.703 -1.207 -0.905 -0.82 4.34 2.65
N 0.522 -0.628 -0.861 -2.44 -1.34 1.06
C -0.077 0.711 -1.074 -0.04 -0.97 -2.85
C -0.825 1.343 0.087 -1.51 -3.24 -1.50
C -1.892 0.310 0.722 0.35 3.20 1.94
N -1.089 -0.709 1.453 -2.37 -2.33 -0.55
H 3.561 -1.024 -0.036 -0.82 0.53 -1.26
H 2.551 0.393 -0.226 0.99 -0.63 -0.45
H 1.656 -2.199 -0.766 0.31 -3.67 -0.09
H -0.233 -1.133 -0.225 1.45 0.02 -1.42
H -0.847 0.501 -2.008 1.99 0.84 2.27
H 0.736 1.360 -1.393 -0.20 0.32 -0.39
H -1.256 2.161 -0.500 -0.23 0.49 1.36
H -0.128 1.496 0.872 0.46 1.22 0.71
H -2.531 1.031 1.373 1.01 -1.43 -0.40
H -2.640 -0.095 0.082 0.01 -0.67 -0.96
H -1.630 -1.523 1.989 1.49 2.85 -1.45
H -0.402 -0.253 2.007 0.31 0.06 0.97
```
Forces are in eV/Å.

Atomic partial charges in e from the Löwdin method, atoms 1 to 4: N 0.16; C -0.11; N 0.01; C -0.19

Computed, not measured: a structure of composition C4H12N3 in a non-equilibrium geometry, with ωB97M-V/def2-TZVPD.

Values from the calculation:
Charge: +1
Orbital gap in hartree: 0.4160
Multiplicity: 1

Geometry as XYZ:
```
19
Properties=species:S:1:pos:R:3:forces:R:3
C -3.550 -0.507 0.620 2.04 -1.08 0.23
C 0.419 0.491 1.947 0.42 -1.60 -1.08
C 1.200 1.719 -0.739 -1.76 -0.16 -0.40
C 0.825 -0.180 0.553 2.38 -0.40 1.45
N -2.532 -0.979 0.837 -0.39 0.34 -0.02
N 0.408 0.784 -0.377 0.55 1.35 -1.67
N 0.128 -1.489 0.101 -1.82 -0.50 -0.68
H -4.448 -0.150 0.277 -1.85 0.83 -0.33
H 0.620 -0.351 -4.495 1.49 1.49 1.07
H 1.131 1.293 2.138 -0.08 0.02 -0.29
H 0.488 -0.189 2.774 0.03 -0.51 0.41
H -0.589 0.861 1.878 -0.29 0.27 -0.05
H 0.876 2.560 -1.378 -0.31 -0.75 0.22
H 1.142 0.168 -4.122 -1.50 -1.49 -1.06
H 2.209 1.810 -0.448 1.39 -0.25 0.67
H 1.966 -0.467 0.584 -1.95 0.73 -0.21
H 0.244 -1.661 -0.958 -0.13 0.87 1.91
H 0.446 -2.413 0.517 -0.45 1.70 0.01
H -0.984 -1.300 0.291 2.23 -0.84 -0.18
```
Forces are in eV/Å.

Atomic partial charges in e from the Löwdin method, atoms 1 to 4: C 0.07; C -0.01; C 0.02; C -0.39

Computed, not measured: the ion C4H12N3 with charge +1 in a non-equilibrium geometry, with ωB97M-V/def2-TZVPD.

Values from the calculation:
Charge: +1
Orbital gap in hartree: 0.3813
Multiplicity: 1

Geometry as XYZ:
```
19
Properties=species:S:1:pos:R:3:forces:R:3
C -0.081 1.736 1.824 5.07 1.19 -1.55
N 0.572 0.622 1.051 -0.92 3.01 -4.14
C -0.187 0.254 -0.188 0.10 -3.52 1.00
N 0.231 0.965 -1.292 -1.80 0.13 1.42
C -1.217 -0.838 0.055 0.11 2.33 3.37
N 0.021 -1.545 -0.038 -1.03 3.83 0.76
C 0.359 -2.089 -1.320 -0.99 -0.06 1.67
H 0.386 2.669 1.425 -0.10 -0.59 0.91
H -1.051 1.880 1.624 -3.79 -0.45 -0.61
H 0.189 1.485 2.801 -0.04 0.50 1.78
H 0.578 -0.161 1.584 0.66 -3.28 1.99
H 1.487 0.803 0.565 -0.53 0.24 1.83
H -0.462 1.216 -1.968 -0.32 0.06 -0.22
H 1.024 0.583 -1.695 2.02 -0.64 -1.33
H -1.760 -0.678 1.126 1.27 -0.97 -2.53
H -1.881 -0.888 -0.734 -1.63 -0.50 -1.46
H 0.440 -3.086 -1.033 1.15 -2.06 -0.27
H -0.378 -2.087 -2.060 -1.25 0.63 -1.31
H 1.234 -1.587 -1.553 2.04 0.14 -1.29
```
Forces are in eV/Å.

Atomic partial charges in e from the Löwdin method, atoms 1 to 4: C 0.06; N 0.07; C -0.34; N 0.16

Computed, not measured: the ion C4H12N3 with charge +1 in a non-equilibrium geometry, with ωB97M-V/def2-TZVPD.

Values from the calculation:
Charge: +1
Orbital gap in hartree: 0.3297
Multiplicity: 1

Geometry as XYZ:
```
19
Properties=species:S:1:pos:R:3:forces:R:3
N -1.233 -0.989 -2.367 -0.36 -0.10 -0.36
C -0.747 0.099 -1.601 0.48 -0.34 0.61
C 0.115 -0.141 -0.620 -0.23 0.79 -0.06
N 0.593 -1.531 -0.537 0.30 0.19 -0.21
C 0.628 0.839 0.385 0.24 -0.73 0.36
C 0.055 0.510 1.784 1.19 1.54 -0.32
N 0.496 1.526 2.711 -0.34 0.48 -0.03
H -1.245 -0.793 -3.359 0.28 0.09 -0.22
H -2.206 -1.198 -2.162 0.02 0.02 0.28
H -1.000 1.133 -1.744 -0.51 0.26 -0.32
H 0.494 -1.977 0.372 0.00 0.02 0.14
H 0.027 -2.005 -1.250 -0.38 -0.39 -0.31
H 1.565 -1.584 -0.852 0.08 -0.06 0.31
H 0.383 1.868 0.122 -0.06 -0.13 -0.19
H 1.719 0.731 0.429 0.02 0.28 0.04
H -1.027 0.632 1.702 -0.09 -1.06 0.19
H 0.510 -0.442 2.074 -0.91 -0.57 0.06
H 0.366 1.342 3.688 0.07 -0.08 0.07
H 1.317 2.068 2.508 0.19 -0.23 -0.03
```
Forces are in eV/Å.

Atomic partial charges in e from the Löwdin method, atoms 1 to 4: N 0.04; C -0.09; C -0.25; N 0.24

Computed, not measured: the ion C4H12N3 with charge +1 in a non-equilibrium geometry, with ωB97M-V/def2-TZVPD.

Values from the calculation:
Charge: +1
Orbital gap in hartree: 0.3652
Multiplicity: 1

Geometry as XYZ:
```
19
Properties=species:S:1:pos:R:3:forces:R:3
C 1.105 1.233 1.442 3.47 -3.01 -2.80
C 0.884 -0.039 0.527 -4.27 2.75 1.47
C -0.255 -1.021 1.022 2.69 -0.95 -0.78
C -0.892 -0.946 -0.381 1.20 1.51 0.68
N -2.259 -0.815 -0.631 -0.99 -5.24 -1.70
N -0.166 0.385 -0.510 0.44 -0.87 -1.67
N 0.415 0.594 -1.894 -2.77 -2.19 -1.55
H 1.159 0.938 2.430 0.08 -0.33 2.09
H 0.477 2.008 1.250 -2.43 1.77 -0.41
H 2.080 1.588 1.106 0.29 0.31 0.59
H 1.728 -0.464 0.063 1.12 -0.76 -0.20
H 0.197 -1.925 1.456 -0.58 -0.20 -0.63
H -0.892 -0.633 1.748 -0.92 1.14 1.22
H -0.393 -1.644 -1.046 -0.31 -0.53 -0.22
H -2.802 -0.153 -0.140 -0.36 0.48 0.98
H -2.690 -1.877 -0.643 0.91 3.95 0.08
H 0.961 1.395 -1.862 1.77 1.83 0.11
H -0.280 0.771 -2.689 0.15 0.07 1.88
H 0.888 -0.222 -2.327 0.51 0.28 0.89
```
Forces are in eV/Å.

Atomic partial charges in e from the Löwdin method, atoms 1 to 4: C -0.01; C -0.22; C -0.05; C -0.41

Computed, not measured: the ion C4H12N3 with charge +1 in a non-equilibrium geometry, with ωB97M-V/def2-TZVPD.

Values from the calculation:
Charge: +1
⟨S²⟩: 2.008
Orbital gap (spin up / spin down) in hartree: 0.2566 / 0.2143
Multiplicity: 3

Geometry as XYZ:
```
19
Properties=species:S:1:pos:R:3:forces:R:3
C -2.134 0.132 0.020 -4.66 5.58 -0.29
C 2.184 -1.237 0.170 1.93 2.39 -0.40
C 1.736 0.110 -0.439 0.39 1.23 3.78
C 0.230 0.709 0.411 -0.36 -0.29 -3.07
N -2.964 -0.874 -0.236 -4.70 0.16 -0.93
N -0.094 2.003 -0.103 1.07 -0.43 -1.84
N -0.870 -0.186 0.160 5.55 -1.50 -0.11
H -2.452 1.161 0.235 0.03 -0.85 -0.03
H 3.315 -1.301 0.111 -1.31 -0.12 -0.18
H 1.986 -1.032 1.181 -0.05 -0.58 1.79
H 1.735 -2.144 -0.139 -0.59 -0.64 -0.64
H 2.479 1.001 -0.238 -1.47 -1.92 -0.11
H 1.517 0.113 -1.441 -0.91 0.03 -2.37
H 0.228 0.678 1.473 1.43 0.21 1.46
H -4.050 -0.832 -0.257 2.91 0.40 0.14
H -2.641 -1.760 -0.075 0.75 -2.87 0.31
H -0.098 1.936 -1.166 -0.39 0.29 1.79
H 0.635 2.701 0.108 -0.63 -0.45 0.26
H -0.741 -1.175 0.223 1.00 -0.62 0.45
```
Forces are in eV/Å.

Atomic partial charges in e from the Löwdin method, atoms 1 to 4: C -0.29; C -0.09; C -0.06; C -0.27

Computed, not measured: a cluster of 2 separate species, C4H12N3 in total in a non-equilibrium geometry, with ωB97M-V/def2-TZVPD.

Values from the calculation:
Charge: +2
⟨S²⟩: 0.759
Orbital gap (spin up / spin down) in hartree: 0.3563 / 0.3705
Multiplicity: 2

Geometry as XYZ:
```
19
Properties=species:S:1:pos:R:3:forces:R:3
C -0.501 1.738 -1.216 0.79 0.37 -0.17
C 0.127 1.776 0.030 0.06 0.21 0.16
N 1.355 1.198 0.230 -0.03 1.59 -0.75
N -1.606 2.409 -1.503 -0.91 -1.41 1.26
H 0.018 1.240 -2.031 -0.30 -0.20 -0.08
H -0.337 2.245 0.892 -0.07 0.00 -0.06
H 1.896 1.706 0.931 -0.05 -0.47 0.33
H 1.891 1.230 -0.640 0.18 -0.57 0.12
H -2.090 2.793 -0.693 0.01 0.44 -0.26
H -2.268 1.917 -2.105 0.25 0.71 -0.75
C -0.922 -1.975 0.549 -0.63 0.24 -0.39
C 1.430 -2.415 0.858 0.00 0.07 -0.46
N 0.492 -1.587 0.613 0.29 -0.17 0.71
H -1.225 -2.182 -0.476 0.11 -0.06 -0.02
H -1.535 -1.157 0.926 0.18 0.07 -0.01
H -1.131 -2.830 1.185 0.27 -0.14 -0.06
H 1.242 -3.478 0.747 -0.06 -0.03 0.48
H 2.417 -2.048 1.115 0.08 -0.03 -0.27
H 0.746 -0.581 0.588 -0.19 -0.62 0.21
```
Forces are in eV/Å.

Atomic partial charges in e from the Löwdin method, atoms 1 to 4: C -0.08; C -0.07; N 0.11; N 0.22

Computed, not measured: a cluster of 2 separate species, C4H12N3O in total in a non-equilibrium geometry, with ωB97M-V/def2-TZVPD.

Values from the calculation:
Charge: +1
Orbital gap in hartree: 0.2791
Multiplicity: 1

Geometry as XYZ:
```
20
Properties=species:S:1:pos:R:3:forces:R:3
C 1.325 -0.356 -0.490 -2.50 -1.89 -2.22
C 3.153 0.220 0.841 1.86 1.83 -4.19
C -1.626 1.505 -0.953 0.12 0.71 -4.43
C -2.808 -1.485 0.563 -0.80 0.23 0.59
N 0.459 0.153 0.254 -2.60 1.61 1.21
N 2.586 -0.573 -0.263 1.50 0.18 0.38
N -1.863 0.562 -0.002 -0.13 -2.92 2.06
O -2.316 -0.555 -0.469 0.47 2.56 0.88
H 0.751 -0.726 -1.366 1.57 -0.44 -0.24
H 4.213 0.403 0.561 -0.60 -0.10 0.41
H 2.673 1.210 0.813 0.18 -0.32 0.25
H 3.132 -0.194 1.760 -0.44 -1.64 2.95
H -2.456 2.250 -0.942 0.04 -0.64 0.12
H -0.746 2.094 -0.714 0.01 -0.15 0.08
H -1.568 1.001 -2.012 -0.02 1.25 1.76
H -2.024 -1.702 1.310 -0.15 0.15 -0.67
H -2.989 -2.287 -0.148 -0.45 -0.58 0.87
H -3.741 -1.091 1.133 1.58 -0.50 -1.47
H 3.141 -1.065 -0.959 -0.09 0.47 0.51
H 0.706 0.636 1.082 0.47 0.21 1.13
```
Forces are in eV/Å.

Atomic partial charges in e from the Löwdin method, atoms 1 to 4: C -0.33; C -0.04; C -0.09; C 0.03

Computed, not measured: a structure of composition C4H12N3O in a non-equilibrium geometry, with ωB97M-V/def2-TZVPD.

Values from the calculation:
Charge: +1
Orbital gap in hartree: 0.4062
Multiplicity: 1

Geometry as XYZ:
```
20
Properties=species:S:1:pos:R:3:forces:R:3
C -0.604 0.249 1.121 0.31 -0.39 -1.83
C -0.781 0.895 -1.310 -0.61 -3.22 3.32
C 0.853 -1.143 -0.323 0.31 1.06 -1.20
C 0.171 0.288 -0.275 3.02 0.94 3.54
N -0.633 1.329 1.827 -0.72 0.30 3.10
N 1.356 1.260 -0.014 -2.35 0.63 -1.76
N -0.250 -2.109 -0.487 -0.83 0.16 1.43
O -1.203 -0.799 1.483 1.02 -0.91 -0.43
H -0.265 1.422 -1.973 2.08 1.58 -3.51
H -1.386 0.061 -1.639 -0.50 0.44 -0.74
H -1.337 1.620 -0.773 -1.06 0.50 0.37
H 1.456 -1.331 0.623 -1.17 0.14 -0.99
H 1.598 -1.075 -1.126 -0.35 -0.58 -0.08
H -0.207 2.185 1.593 0.95 0.67 -0.97
H -0.854 1.295 2.841 -0.38 -0.31 -1.19
H 2.220 0.893 0.293 0.70 -1.10 0.72
H 1.621 1.782 -0.861 -0.58 -0.33 0.38
H -0.154 -3.094 -0.357 1.13 -0.78 0.19
H -0.848 -2.048 -1.316 0.35 0.69 0.31
H -0.752 -1.680 0.673 -1.34 0.52 -0.67
```
Forces are in eV/Å.

Atomic partial charges in e from the Löwdin method, atoms 1 to 4: C -0.41; C 0.04; C -0.13; C -0.37

Computed, not measured: a cluster of 2 separate species, C4H12N3O6 in total in a non-equilibrium geometry, with ωB97M-V/def2-TZVPD.

Values from the calculation:
Charge: +1
Orbital gap in hartree: 0.3135
Multiplicity: 1

Geometry as XYZ:
```
25
Properties=species:S:1:pos:R:3:forces:R:3
C -0.746 -0.909 -0.100 0.46 1.26 -1.42
C 1.309 -0.643 0.238 -2.15 -2.06 -0.23
C 1.653 0.702 0.216 1.86 2.25 -1.30
C -1.505 0.476 0.026 1.34 0.56 1.60
N -0.794 -1.584 -1.325 -2.24 3.19 1.88
N 2.261 1.184 -0.942 -2.72 0.06 4.15
N -1.127 1.491 -0.941 -1.85 0.19 -0.15
O -0.844 -1.696 0.995 -0.83 -1.95 -2.35
O 1.308 -1.220 1.435 1.45 -0.65 1.52
O 1.823 -1.375 -0.845 -0.86 4.30 -0.81
O 1.481 1.521 1.245 0.87 0.48 -2.52
O -2.854 0.352 0.095 -1.65 -0.63 -0.22
O -1.124 0.789 1.403 -2.60 1.68 0.74
H -0.788 -0.949 -2.120 0.38 -0.40 0.17
H -0.154 -2.294 -1.293 1.71 -2.29 -0.83
H 2.650 0.457 -1.454 0.85 -1.25 -1.49
H 2.693 2.072 -0.874 0.45 0.78 -0.15
H -0.426 2.124 -0.587 0.29 -0.13 0.11
H -1.987 2.100 -1.111 1.57 -1.12 0.26
H -1.393 -1.330 1.648 -1.48 1.28 1.52
H 0.454 -1.767 1.630 1.47 1.15 -0.89
H 2.014 -2.206 -0.563 1.18 -3.93 1.45
H 1.347 1.103 2.086 -0.51 -1.02 0.61
H -3.351 0.273 -0.740 0.66 -0.06 0.19
H -1.901 1.330 1.877 2.35 -1.67 -1.86
```
Forces are in eV/Å.

Atomic partial charges in e from the Löwdin method, atoms 1 to 4: C -0.26; C -0.41; C -0.25; C -0.59

Computed, not measured: a cluster of 2 separate species, C4H12N4 in total in a non-equilibrium geometry, with ωB97M-V/def2-TZVPD.

Values from the calculation:
Charge: 0
Orbital gap in hartree: 0.3457
Multiplicity: 1

Geometry as XYZ:
```
20
Properties=species:S:1:pos:R:3:forces:R:3
H -1.195 -2.672 1.224 0.07 0.35 0.15
N -1.057 -2.122 0.368 1.46 1.20 -0.03
N -0.382 -1.083 0.655 -0.96 -2.21 0.71
C -0.004 -0.306 -0.416 0.50 0.35 -1.00
C -0.056 1.202 -0.248 0.23 -0.06 0.23
C 1.278 0.572 -0.156 -0.38 -0.17 -0.44
C 2.246 0.664 -1.311 -0.17 0.09 0.17
N 1.926 0.543 1.106 0.08 0.14 0.32
H -0.139 -0.721 -1.415 -0.10 0.04 0.15
H -0.529 1.543 0.661 -0.01 0.03 0.07
H -0.312 1.767 -1.130 -0.03 -0.01 -0.08
H 2.908 -0.203 -1.327 0.03 -0.06 -0.01
H 1.718 0.713 -2.260 -0.02 -0.02 -0.08
H 2.857 1.558 -1.198 0.01 0.04 -0.03
H 1.254 0.450 1.858 0.10 -0.07 -0.01
H 2.592 -0.219 1.169 -0.11 -0.01 0.01
N -3.125 -0.199 0.577 1.51 -2.37 -0.35
H -2.627 -1.145 0.213 -2.18 3.06 0.51
H -3.383 -0.426 1.533 -0.07 0.15 -0.05
H -3.969 0.084 0.096 0.05 -0.48 -0.25
```
Forces are in eV/Å.

Atomic partial charges in e from the Löwdin method, atoms 1 to 4: H 0.06; N 0.02; N -0.05; C -0.28

Computed, not measured: a cluster of 2 separate species, C4H12N4 in total, with ωB97M-V/def2-TZVPD.

Values from the calculation:
Charge: 0
Orbital gap in hartree: 0.3570
Multiplicity: 1

Geometry as XYZ:
```
20
Properties=species:S:1:pos:R:3:forces:R:3
H -2.392 2.265 -0.559 0.41 0.17 0.45
N -1.969 1.346 -0.639 -0.48 -0.16 -0.45
C -1.036 1.359 -1.507 -0.26 0.20 -0.23
N -0.584 0.248 -2.143 0.81 0.09 0.38
C 0.758 0.251 -2.716 -0.23 -0.43 -0.55
H -0.536 2.265 -1.873 -0.20 0.05 -0.05
H -0.883 -0.629 -1.745 -0.17 -0.02 0.12
H 0.715 0.187 -3.808 -0.03 -0.01 0.05
H 1.311 1.155 -2.477 -0.01 0.02 0.23
H 1.309 -0.623 -2.371 0.12 0.13 0.13
C 1.057 -1.932 1.784 0.40 0.32 -0.43
N -0.205 -1.464 1.243 -0.29 0.04 0.21
C -0.668 -0.379 1.723 -0.06 -0.66 0.23
N -0.007 0.427 2.639 0.08 0.22 -0.27
H 1.183 -2.978 1.511 0.00 -0.03 0.21
H 1.124 -1.787 2.868 -0.08 -0.24 0.01
H 1.925 -1.404 1.357 -0.08 0.03 -0.04
H -1.701 -0.131 1.510 0.11 0.34 -0.24
H 0.986 0.467 2.463 0.11 -0.03 0.25
H -0.386 1.356 2.740 -0.14 -0.04 -0.01
```
Forces are in eV/Å.

Atomic partial charges in e from the Löwdin method, atoms 1 to 4: H 0.03; N 0.05; C -0.36; N -0.05

Calculated total energy per entry: -8801.370; -8804.665; -8803.737; -8802.849; -8805.729; -8803.534; -8800.861; -8794.562; -10848.999; -10853.575; -21089.656; -10300.615; -10302.177 eV